Formula: C2H2N2O3
Source: the Open Molecules 2025 dataset
Level of theory: ωB97M-V/def2-TZVPD

ORCA input file:
```
! RIJCOSX wB97M-V def2-TZVPD def2/J DEFGRID3
* xyz 0 1
C -1.096 -1.138 -0.049
C 2.306 -0.153 0.580
N 0.059 -0.561 0.437
N 1.161 -1.022 0.090
O 1.461 -2.053 -0.452
O -1.698 -2.027 0.415
O 3.061 0.196 -0.232
H -1.301 -0.659 -1.004
H 2.177 0.341 1.535
*
```

Values from the calculation:
F_max: 2.36 eV/A
ΔE to the lowest compared entry with this formula, charge and spin: 3.929 eV